ORCA calculation (wB97M-V/def2-TZVPD) on 4 unconnected molecules or ions with the total composition C75H60BrClN2O11S.

Output
HOMO-LUMO gap (hartree): 0.2551
E_LUMO (eV): -1.14
Molar mass (g/mol): 1312.73
E_HOMO (eV): -8.08
SMILES: CC(C)(C)CC(C)(C)c1ccc(OCCOCCc2c(CC(=O)Cl)cc3c(c2Br)N(N=C=O)c2ccc(O)cc2S3)cc1.O=C1c2ccccc2C(=O)c2ccccc21.O=C1c2ccccc2C(=O)c2ccccc21.O=C1c2ccccc2C(=O)c2ccccc21

Each line ends with the Mulliken charge.
Positions of all 151 atoms, in Å:
C 0.85 -0.11 -1.90  -1.878
C 1.31 -0.92 -0.68  2.814
C 2.18 -2.07 -1.24  -1.702
C 0.10 -1.56 -0.01  -1.832
C 2.25 -0.12 0.26  -3.046
C 1.67 0.88 1.27  4.068
C 1.09 0.15 2.52  -1.810
C 0.57 1.78 0.65  -2.202
C 2.76 1.84 1.79  0.149
C 4.07 1.87 1.33  -0.486
C 5.00 2.77 1.85  -1.137
C 4.65 3.65 2.85  0.014
O 5.59 4.53 3.34  -0.582
C 5.18 5.89 3.28  -0.053
C 4.90 6.48 4.67  -0.764
O 3.69 7.20 4.57  0.077
C 3.53 8.33 5.39  -0.432
C 2.85 9.45 4.56  -2.472
C 3.25 9.30 3.12  0.619
C 4.40 9.92 2.63  1.391
C 5.24 10.86 3.46  -1.956
C 4.76 12.29 3.37  0.711
O 3.64 12.65 3.36  -0.410
Cl 6.10 13.47 3.29  -0.212
C 4.83 9.64 1.34  -0.464
C 4.13 8.77 0.54  0.267
C 2.95 8.17 0.98  -0.395
C 2.54 8.43 2.28  0.533
Br 1.02 7.53 2.98  -0.122
N 2.35 7.30 0.05  0.746
N 0.93 7.10 0.05  -0.838
C 0.35 7.68 -0.87  0.645
O -0.31 8.21 -1.65  -0.411
C 3.14 6.26 -0.47  -0.953
C 2.77 4.92 -0.42  -0.226
C 3.61 3.97 -0.97  -0.343
C 4.82 4.34 -1.55  -0.170
O 5.63 3.37 -2.12  -0.605
C 5.20 5.67 -1.59  -0.535
C 4.34 6.62 -1.05  0.803
S 4.74 8.35 -1.08  -0.410
C 3.35 3.62 3.35  -0.824
C 2.44 2.74 2.82  -0.557
H 0.54 -0.79 -2.69  0.501
H 0.01 0.53 -1.66  0.358
H 1.68 0.51 -2.26  0.315
H 2.72 -2.59 -0.45  0.427
H 1.53 -2.81 -1.73  0.257
H 2.88 -1.71 -1.99  0.389
H -0.69 -0.85 0.24  0.255
H 0.37 -2.13 0.88  0.307
H -0.34 -2.28 -0.70  0.436
H 2.94 0.41 -0.40  0.360
H 2.84 -0.84 0.83  0.495
H 0.08 0.48 2.75  0.253
H 1.73 0.30 3.38  0.385
H 1.08 -0.93 2.35  0.164
H -0.39 1.28 0.61  0.340
H 0.87 2.09 -0.35  0.255
H 0.45 2.69 1.22  0.630
H 4.41 1.20 0.56  0.546
H 6.01 2.78 1.46  0.534
H 5.97 6.46 2.79  0.245
H 4.28 5.97 2.68  -0.034
H 5.73 7.14 4.96  0.493
H 4.82 5.67 5.39  0.312
H 2.89 8.09 6.25  0.231
H 4.49 8.68 5.77  0.432
H 1.77 9.43 4.67  0.465
H 3.21 10.40 4.95  0.368
H 5.24 10.55 4.50  0.384
H 6.27 10.80 3.13  0.509
H 5.74 10.08 0.96  0.495
H 1.83 4.65 0.05  0.834
H 3.35 2.92 -0.94  0.649
H 6.20 3.03 -1.43  0.330
H 6.13 5.96 -2.05  0.505
H 3.07 4.31 4.13  0.863
H 1.43 2.73 3.21  0.716
O 0.25 -0.61 10.69  -0.666
C 0.09 -0.70 9.49  0.602
C 0.67 0.32 8.56  0.300
C 1.43 1.36 9.08  -0.692
C 2.00 2.29 8.23  -0.720
C 1.81 2.19 6.86  -0.203
C 1.05 1.16 6.33  -0.281
C 0.47 0.23 7.18  0.027
C -0.36 -0.87 6.59  0.470
O -0.56 -0.91 5.40  -0.651
C -0.91 -1.89 7.52  0.075
C -1.66 -2.94 6.99  -0.483
C -2.16 -3.92 7.83  -0.515
C -1.93 -3.85 9.20  -0.466
C -1.20 -2.81 9.73  -0.548
C -0.69 -1.82 8.89  0.145
H 1.57 1.43 10.15  0.489
H 2.59 3.10 8.64  0.407
H 2.27 2.91 6.19  0.481
H 0.90 1.08 5.27  0.494
H -1.83 -2.98 5.92  0.478
H -2.74 -4.74 7.42  0.401
H -2.32 -4.62 9.85  0.401
H -1.01 -2.74 10.79  0.475
O -5.91 -7.41 -3.50  -0.692
C -5.07 -6.63 -3.09  0.449
C -5.45 -5.48 -2.23  0.315
C -6.77 -5.33 -1.84  -0.561
C -7.14 -4.28 -1.02  -0.537
C -6.18 -3.37 -0.58  -0.577
C -4.86 -3.51 -0.97  -0.527
C -4.49 -4.56 -1.79  0.056
C -3.06 -4.68 -2.22  0.382
O -2.24 -3.85 -1.88  -0.660
C -2.68 -5.85 -3.06  0.087
C -1.35 -6.01 -3.44  -0.495
C -0.98 -7.10 -4.20  -0.671
C -1.92 -8.05 -4.58  -0.533
C -3.24 -7.90 -4.21  -0.545
C -3.63 -6.79 -3.46  0.608
H -7.51 -6.04 -2.19  0.502
H -8.17 -4.16 -0.72  0.396
H -6.47 -2.56 0.07  0.415
H -4.11 -2.81 -0.63  0.590
H -0.63 -5.27 -3.13  0.660
H 0.06 -7.22 -4.49  0.414
H -1.62 -8.91 -5.16  0.421
H -3.98 -8.63 -4.49  0.515
O -3.79 -9.19 -8.38  -0.666
C -4.71 -8.79 -9.07  0.551
C -4.86 -9.23 -10.49  0.124
C -3.94 -10.12 -11.02  -0.521
C -4.08 -10.56 -12.32  -0.494
C -5.13 -10.10 -13.11  -0.464
C -6.05 -9.21 -12.58  -0.556
C -5.92 -8.76 -11.27  0.153
C -6.90 -7.78 -10.74  0.620
O -7.79 -7.34 -11.44  -0.662
C -6.77 -7.36 -9.32  0.307
C -7.70 -6.48 -8.78  -0.589
C -7.60 -6.10 -7.45  -0.743
C -6.58 -6.60 -6.65  -0.025
C -5.65 -7.48 -7.19  -0.825
C -5.74 -7.86 -8.52  0.169
H -3.12 -10.47 -10.40  0.471
H -3.36 -11.25 -12.74  0.397
H -5.24 -10.45 -14.12  0.401
H -6.87 -8.84 -13.18  0.473
H -8.49 -6.10 -9.41  0.481
H -8.32 -5.41 -7.03  0.409
H -6.51 -6.31 -5.61  0.348
H -4.85 -7.87 -6.58  0.600

ORCA calculation (wB97M-V/def2-TZVPD) on 9 unconnected molecules or ions with the total composition C75H92Cl2NO3.

Output
HOMO-LUMO gap (hartree): 0.2126
E_LUMO (eV): -4.33
Molar mass (g/mol): 1126.47
Net charge: +1
E_HOMO (eV): -10.12

Each line ends with the Mulliken charge.
Positions of all 173 atoms, in Å:
C 2.94 1.53 -0.44  -1.472
C 2.15 1.14 -1.70  0.097
C 1.01 0.18 -1.39  -0.338
C -0.01 0.05 -2.51  -0.737
C -1.14 -0.94 -2.18  -0.424
C -1.19 -2.15 -3.10  0.390
C -2.29 -3.14 -2.70  -0.725
C -1.92 -4.59 -2.95  -0.437
C -0.66 -5.06 -2.21  0.641
C -0.77 -6.49 -1.67  -0.802
C 0.60 -7.11 -1.38  -0.691
C 0.90 -8.35 -2.23  -0.699
C 2.39 -8.68 -2.23  -1.165
C 3.10 -8.01 -3.42  0.245
C 4.34 -8.74 -3.90  -0.821
C 4.92 -8.14 -5.19  -1.307
C 5.51 -6.78 -4.91  -0.094
C 6.84 -6.71 -4.63  -0.596
N 7.43 -5.55 -4.31  0.047
C 6.77 -4.38 -4.22  1.299
C 7.64 -3.20 -3.84  -0.808
O 7.01 -2.32 -2.98  -0.382
C 6.90 -0.97 -3.41  -0.326
C 5.42 -4.38 -4.48  -1.278
C 4.64 -3.12 -4.40  -0.104
Cl 4.60 -2.18 -5.84  -0.253
C 4.00 -2.75 -3.30  1.030
C 3.14 -1.55 -3.11  -1.273
Cl 4.11 -3.75 -1.90  -0.195
C 4.79 -5.56 -4.87  1.599
C 3.35 -5.57 -5.32  -0.215
O 3.08 -6.11 -6.36  -0.538
O 2.47 -4.96 -4.54  0.008
H 4.01 1.53 -0.62  0.391
H 2.65 2.52 -0.10  0.321
H 2.76 0.81 0.36  0.350
H 1.76 2.03 -2.20  0.345
H 2.86 0.69 -2.40  -0.215
H 0.48 0.58 -0.52  0.505
H 1.39 -0.81 -1.12  0.349
H -0.46 1.04 -2.64  0.240
H 0.47 -0.18 -3.46  0.389
H -1.00 -1.31 -1.16  0.054
H -2.09 -0.42 -2.22  0.369
H -1.43 -1.78 -4.10  0.358
H -0.21 -2.63 -3.17  -0.634
H -3.17 -2.91 -3.30  0.413
H -2.58 -2.99 -1.66  0.226
H -1.74 -4.72 -4.02  0.333
H -2.73 -5.27 -2.70  -0.269
H 0.18 -5.07 -2.92  -0.437
H -0.37 -4.36 -1.43  0.343
H -1.38 -6.48 -0.77  0.314
H -1.28 -7.09 -2.43  0.323
H 1.38 -6.37 -1.57  0.211
H 0.69 -7.37 -0.33  0.398
H 0.34 -9.19 -1.81  0.413
H 0.54 -8.16 -3.24  0.450
H 2.81 -8.25 -1.32  0.430
H 2.56 -9.76 -2.24  0.479
H 3.41 -7.02 -3.08  -0.175
H 2.41 -7.89 -4.25  0.337
H 5.10 -8.69 -3.11  0.329
H 4.13 -9.80 -4.06  0.495
H 4.15 -8.08 -5.95  0.494
H 5.73 -8.78 -5.53  0.490
H 7.47 -7.59 -4.65  0.447
H 8.42 -5.55 -4.12  0.314
H 8.52 -3.61 -3.34  0.468
H 8.01 -2.72 -4.75  0.377
H 5.99 -0.56 -2.99  -0.008
H 7.75 -0.39 -3.06  0.379
H 6.84 -0.90 -4.50  0.129
H 3.43 -1.00 -2.22  0.522
H 2.11 -1.89 -2.94  -0.483
H 3.13 -0.92 -3.99  0.514
H 1.77 -4.57 -5.09  0.234
C -6.22 -8.03 -3.86  -0.533
C -7.59 -7.85 -3.74  -0.366
C -8.09 -6.76 -3.04  -0.382
C -7.22 -5.85 -2.46  -0.517
C -5.85 -6.03 -2.58  -0.238
C -5.35 -7.12 -3.28  -0.091
H -5.83 -8.88 -4.41  0.359
H -8.27 -8.55 -4.20  0.361
H -9.16 -6.62 -2.94  0.360
H -7.61 -5.00 -1.91  0.361
H -5.17 -5.32 -2.13  0.375
H -4.28 -7.26 -3.37  0.306
C -2.28 -2.08 1.60  -0.318
C -3.64 -1.85 1.74  -0.485
C -4.09 -0.74 2.45  -0.622
C -3.17 0.13 3.01  -0.045
C -1.81 -0.10 2.88  -0.447
C -1.37 -1.21 2.18  -0.430
H -1.94 -2.95 1.05  0.460
H -4.36 -2.52 1.28  0.426
H -5.15 -0.56 2.56  0.378
H -3.52 1.00 3.56  0.229
H -1.10 0.58 3.32  0.410
H -0.30 -1.40 2.07  0.434
C -4.28 4.31 6.76  -0.263
C -4.34 5.66 6.43  -0.454
C -3.69 6.13 5.30  -0.335
C -2.99 5.25 4.49  -0.831
C -2.94 3.90 4.81  -0.108
C -3.58 3.43 5.95  -0.693
H -4.79 3.95 7.65  0.589
H -4.88 6.35 7.07  0.464
H -3.72 7.18 5.06  0.444
H -2.48 5.61 3.60  0.434
H -2.40 3.21 4.17  0.356
H -3.54 2.38 6.20  0.398
C -0.56 9.17 6.22  -0.402
C -0.30 10.51 6.01  -0.521
C -0.18 11.00 4.72  -0.371
C -0.32 10.15 3.63  -0.439
C -0.59 8.80 3.85  -0.464
C -0.71 8.31 5.14  -0.299
H -0.65 8.78 7.23  0.524
H -0.19 11.18 6.85  0.378
H 0.03 12.05 4.55  0.365
H -0.23 10.53 2.63  0.366
H -0.70 8.13 3.00  0.378
H -0.91 7.26 5.30  0.487
C 7.20 2.03 -6.42  -0.459
C 7.40 0.82 -7.06  0.086
C 8.38 0.71 -8.04  -0.598
C 9.15 1.81 -8.37  -0.353
C 8.95 3.02 -7.73  -0.422
C 7.97 3.14 -6.76  -0.421
H 6.43 2.12 -5.65  0.407
H 6.80 -0.04 -6.79  0.300
H 8.53 -0.24 -8.54  0.362
H 9.91 1.72 -9.14  0.367
H 9.55 3.88 -8.00  0.369
H 7.81 4.08 -6.26  0.375
C 0.40 4.89 -2.99  -0.341
C 0.80 5.78 -3.98  -0.488
C 1.62 6.85 -3.66  -0.372
C 2.04 7.04 -2.35  -0.405
C 1.64 6.15 -1.36  -0.498
C 0.82 5.08 -1.68  -0.248
H -0.23 4.05 -3.24  0.370
H 0.48 5.63 -5.00  0.376
H 1.92 7.55 -4.43  0.372
H 2.67 7.88 -2.10  0.367
H 1.97 6.30 -0.34  0.398
H 0.51 4.39 -0.91  0.473
C -8.92 2.68 10.64  -0.344
C -8.86 1.56 9.81  -0.375
C -8.19 1.63 8.60  -0.417
C -7.57 2.81 8.22  -0.345
C -7.63 3.93 9.04  -0.295
C -8.31 3.86 10.25  -0.526
H -9.45 2.62 11.58  0.360
H -9.34 0.64 10.12  0.356
H -8.14 0.76 7.96  0.365
H -7.05 2.86 7.27  0.427
H -7.16 4.85 8.74  0.427
H -8.36 4.73 10.89  0.383
C -4.67 7.73 11.45  -0.542
C -4.73 9.07 11.11  -0.303
C -4.09 9.54 9.97  -0.598
C -3.39 8.66 9.16  -0.188
C -3.33 7.31 9.50  -0.335
C -3.96 6.85 10.64  -0.444
H -5.17 7.36 12.33  0.383
H -5.29 9.76 11.74  0.375
H -4.14 10.59 9.72  0.373
H -2.90 9.02 8.27  0.410
H -2.78 6.62 8.86  0.454
H -3.91 5.80 10.90  0.408